(1)
A molecular structure, C41H41Br4CaN7O4S2Si, computed with ωB97M-V/def2-TZVPD.

Summary:
Orbital gap in eV: 5.924
DFT total energy in Ha: -14331.0128
Strongest force on any atom in eV Å⁻¹: 0.79
ΔE to the lowest compared entry with this formula, charge and spin in eV: 1.033
Charge: -2

Last column: Mulliken charge in e.
Cartesian coordinates (Å):
H (-0.3612, -4.9116, -0.8815)  0.184
C (-2.7031, 2.8048, -2.6014)  -0.334
C (5.3444, -4.9237, 1.3944)  0.341
N (-2.1709, -2.5102, 2.8099)  -0.579
H (0.6452, -2.4469, -2.0052)  -1.319
H (-0.4987, 0.9622, 0.9169)  0.595
C (-2.2941, 5.1644, -2.8442)  -0.465
C (-2.3060, 5.1084, 3.3187)  1.204
C (4.5744, -5.4045, 0.3586)  -0.170
Si (-0.6933, 0.9078, -1.5400)  -1.278
C (-1.2567, -4.2922, -0.9544)  -0.914
C (2.8159, -0.4717, -3.0674)  -0.899
C (3.5107, -4.6216, -0.1385)  -0.253
H (2.8351, 0.1950, -5.1351)  0.266
H (-1.3774, 6.4889, 4.6744)  0.261
C (5.0499, -3.6633, 1.9506)  -0.208
H (2.5742, -3.1119, -3.3513)  0.310
C (-1.6533, -3.7649, 0.3815)  1.112
H (0.9215, 6.0496, 3.8151)  0.490
C (-0.8155, 3.9794, 1.7990)  -0.115
H (-4.5023, -2.7141, 3.7007)  0.422
H (-5.0056, -2.0859, 2.1292)  0.282
C (-3.8125, -1.3824, -3.1511)  -0.958
C (-2.9304, -0.6782, -0.6173)  -0.438
H (-4.6721, -1.7117, 0.0971)  0.222
C (3.0398, -0.7183, -4.5701)  -0.693
H (3.1984, -0.7221, 4.0869)  0.405
O (1.7755, 4.6133, 0.2710)  -0.697
N (-3.6150, 5.3685, 3.7811)  -0.651
C (-3.1291, -3.0843, 2.1116)  1.314
Br (2.3333, -5.2878, -1.4789)  -0.163
C (-4.5267, -2.9284, 2.6352)  -1.385
N (1.4320, -0.5942, -2.6598)  1.056
H (-2.1368, -0.2746, -3.8705)  0.376
C (3.2162, -3.3542, 0.3518)  -0.413
N (1.9810, 2.8860, 4.2159)  -0.395
H (3.1673, 0.5235, -2.7890)  0.547
Br (4.9403, -7.0983, -0.4212)  -0.256
H (4.0924, -0.9662, -4.7397)  0.431
H (-4.1470, -1.6539, -4.1460)  0.385
H (-2.0671, -4.8698, -1.3941)  0.420
C (-2.6709, -0.6108, -2.9876)  -0.189
C (0.2635, 4.6517, 2.3558)  -0.599
H (-5.4403, -2.3725, -2.1522)  0.377
H (-3.6398, 5.6290, 4.7555)  0.222
H (0.3808, 3.6216, -1.4787)  0.268
O (3.7092, -1.7046, 1.9368)  -0.788
C (-0.5986, 3.7173, -1.9380)  -0.511
H (-5.1247, -3.8190, 2.4406)  0.329
C (0.8336, -1.8971, -2.9356)  0.936
H (1.1925, 1.4521, -2.9510)  0.798
O (2.7972, 5.2205, 2.4254)  -0.777
H (-2.6301, 6.1533, -3.1353)  0.348
C (-2.1979, -0.2435, -1.7232)  1.066
C (-4.5362, -1.7855, -2.0366)  -0.647
Br (6.0056, -2.9746, 3.4362)  -0.205
C (2.1297, -1.8613, -5.0589)  -0.775
C (-4.0966, -1.4204, -0.7728)  -0.226
C (0.0625, 5.5522, 3.3851)  -0.197
H (-4.1376, 4.2027, -3.3794)  0.363
S (0.4798, -2.1398, 3.1601)  -0.256
S (1.8898, 4.3623, 1.6930)  1.263
H (2.0597, 2.7989, 6.2553)  0.360
Ca (1.9633, -0.5843, 1.0610)  1.571
C (-1.2185, 5.7843, 3.8643)  -0.797
H (2.6349, -2.4568, -5.8236)  0.456
H (-2.5965, -0.4016, 0.3790)  0.172
C (0.5719, 0.5487, -2.9205)  -0.916
C (0.1577, 0.8886, 0.0370)  -1.218
H (-0.3623, 5.8301, -2.1660)  0.450
C (2.2625, 2.2495, 5.3377)  -0.115
H (0.8342, 1.7527, 0.0894)  0.727
O (2.2510, -2.5998, -0.0734)  0.042
C (1.6991, -2.7299, -3.8803)  -0.802
C (-2.9173, -3.7780, 0.9051)  -0.971
H (-3.3852, 1.9674, -2.7053)  0.287
H (-3.7352, -4.2257, 0.3619)  0.320
C (2.2229, 2.2227, 3.0587)  0.295
C (-1.0233, 4.9842, -2.3129)  -0.668
H (1.1326, -3.6047, -4.2112)  0.371
N (-0.6939, -3.1883, 1.1170)  0.282
H (-4.2450, 4.5995, 3.6085)  0.242
C (-1.4244, 2.5941, -2.0804)  0.810
C (-3.1368, 4.0708, -2.9820)  -0.678
C (2.7852, 0.9659, 5.3912)  -1.038
H (-0.6556, 3.2758, 0.9895)  0.450
H (-0.1330, -1.7351, -3.4314)  0.009
C (-0.8996, -2.6083, 2.3620)  -0.022
H (-2.9327, 3.6736, 1.8428)  0.316
N (2.1836, 2.8071, 1.8577)  -0.448
H (3.4084, -1.1824, -2.4833)  0.154
H (1.2319, -1.4433, -5.5277)  0.275
H (-1.0284, -3.4472, -1.6107)  -0.042
C (2.8711, 0.3103, 4.1721)  -0.221
H (3.0511, 0.4856, 6.3210)  0.372
C (4.0268, -2.8548, 1.4577)  0.515
H (0.0846, 0.4948, -3.9159)  0.180
Br (6.7867, -5.9448, 2.0863)  -0.236
N (2.5440, 0.8947, 3.0311)  -0.015
C (-2.0937, 4.2054, 2.2793)  -1.033
H (0.2742, -3.1582, 0.7767)  -0.278

(2)
A molecular structure, C41H41CoN2OP2, computed with ωB97M-V/def2-TZVPD.

Summary:
⟨S²⟩: 0.78
2S+1: 2
Orbital gap (alpha / beta) in eV: 7.160 / 5.891
DFT total energy in Ha: -3836.1774
Strongest force on any atom in eV Å⁻¹: 0.36
ΔE to the lowest compared entry with this formula, charge and spin in eV: 0.000
Charge: +3

Last column: Mulliken charge in e.
Cartesian coordinates (Å):
H (-2.5799, -1.2000, -5.1664)  0.486
H (-1.7309, 2.7529, -0.6575)  1.135
C (2.5703, -3.0007, -1.2026)  -1.495
C (2.9602, -2.2275, 0.0274)  1.098
H (-0.4831, -0.5360, -6.2890)  0.446
H (-2.8544, 2.2557, 4.1386)  0.489
H (-7.4859, 2.3140, -0.8918)  0.465
H (6.7777, -1.8287, 1.7148)  0.353
H (-0.5790, -3.6809, -2.3150)  0.475
C (-0.5008, -0.6661, -5.2152)  -0.729
C (-0.2812, 1.8201, 1.9770)  0.659
H (-2.9139, -1.2358, -0.5098)  1.223
C (1.0512, 4.2469, 0.4288)  -0.813
H (2.9489, -4.0209, -1.1059)  0.464
H (2.5018, 4.2050, -3.1619)  0.492
H (-1.6683, -6.6608, 0.5486)  0.448
C (-1.2501, -3.3372, 1.0053)  -0.592
C (-6.4524, 2.0034, -0.8120)  -0.437
H (2.6610, 6.2456, -1.7778)  0.442
C (4.2872, -1.8071, 0.1785)  -0.928
P (-0.5453, -1.2460, -0.6720)  0.398
C (-0.5510, -1.0098, -2.4576)  0.898
H (1.8605, -0.6710, 4.2145)  0.385
C (-1.5945, 1.9446, 2.4352)  -0.539
C (-1.6837, -1.0353, -4.5835)  -0.874
C (2.5319, -1.5254, 2.3528)  0.170
H (-5.6948, 3.7158, -1.8816)  0.469
H (0.5801, -1.4498, 3.2768)  0.169
H (6.3572, -0.2600, 2.3932)  0.426
C (-4.1283, 2.4257, -1.2606)  -0.337
H (-1.8044, -4.9372, 2.3152)  0.494
C (2.1840, 5.3606, -1.3785)  -0.650
N (-2.4930, 0.8084, -0.4977)  1.316
C (-1.8379, 2.1471, 3.7853)  -0.694
H (1.4440, 2.1755, -2.2539)  0.406
H (-4.6056, -0.5190, 0.4702)  0.507
C (-4.8322, 0.3927, -0.0616)  -0.138
H (6.6025, -0.4471, 0.6477)  0.392
C (0.5308, 2.1306, 4.2253)  -0.812
H (1.4906, -3.0718, -1.3342)  0.284
C (-0.7790, 2.2384, 4.6784)  -0.757
C (0.6578, -0.4737, -4.4756)  -0.922
H (4.9777, -1.9505, -0.6456)  0.547
C (0.6323, -0.6414, -3.0989)  -0.480
H (-2.6352, -1.5291, -2.7385)  0.459
C (1.6646, 5.3779, -0.0921)  -0.769
C (2.0974, 4.2116, -2.1588)  -0.880
H (-0.9734, 2.4127, 5.7283)  0.455
O (3.6282, 1.2518, -0.0249)  -0.363
C (-0.8409, -3.9472, -1.2989)  -0.663
C (-2.1693, -0.5604, -0.0941)  -2.728
H (1.8095, 1.8503, 2.5383)  0.517
C (-1.7125, -1.2092, -3.2096)  -0.582
H (-1.0640, -6.0261, -1.7596)  0.494
C (2.0762, -2.0817, 1.1311)  -1.106
H (1.7360, 6.2731, 0.5104)  0.471
C (-1.5314, -4.6586, 1.3062)  -0.808
C (-0.9002, -2.9762, -0.3004)  1.609
C (1.5001, 3.0741, -1.6447)  -0.344
C (-1.4573, -5.6270, 0.3104)  -0.739
H (1.5410, -0.4972, -2.5236)  0.507
H (-1.2996, -2.5947, 1.7958)  0.143
Co (1.3240, -0.2458, 0.1813)  0.694
P (0.1425, 1.6165, 0.2495)  1.662
H (4.2123, -0.6972, 3.3724)  0.529
H (1.3548, 2.2259, 4.9202)  0.527
N (2.6945, 0.6465, 0.0536)  0.502
H (-2.4327, 1.9255, 1.7502)  0.260
C (-3.7825, 1.2009, -0.6046)  1.009
C (0.7825, 1.9129, 2.8820)  -0.648
H (1.5792, -0.1993, -4.9715)  0.522
H (-2.2047, -0.6609, 0.9960)  0.669
C (-1.3950, 1.7267, -0.7839)  -2.186
H (-1.0498, 1.6029, -1.8167)  0.373
C (-5.4374, 2.8031, -1.3618)  -0.884
H (0.6467, 4.2689, 1.4332)  0.456
H (3.0176, -2.5790, -2.1026)  0.394
C (6.1980, -0.9191, 1.5425)  -1.612
C (1.6327, -1.5060, 3.5560)  -1.619
H (-3.3711, 3.0336, -1.7328)  0.542
C (3.8461, -1.1036, 2.4358)  -0.695
C (-6.1323, 0.7996, -0.1612)  -0.918
H (1.7738, -2.4235, 4.1321)  0.424
H (1.1632, -2.6642, 1.1375)  1.959
C (0.9748, 3.0922, -0.3476)  0.931
C (4.7499, -1.2695, 1.3729)  0.594
C (-1.1153, -5.2720, -0.9859)  -0.952
H (-6.9196, 0.1974, 0.2711)  0.452

(3)
10 unconnected molecules or ions with the total composition C41H41F7INO29, computed with ωB97M-V/def2-TZVPD.

Summary:
Orbital gap in eV: 7.647
DFT total energy in Ha: -4820.4442
Strongest force on any atom in eV Å⁻¹: 3.06
Structure (SMILES): O=C1C=C(c2ccncc2)C(=O)C(C(F)(F)C(F)(F)C(F)(F)F)=C1I.O=C1OCCO1.O=C1OCCO1.O=C1OCCO1.O=C1OCCO1.O=C1OCCO1.O=C1OCCO1.O=C1OCCO1.O=C1OCCO1.O=C1OCCO1
Charge: 0

Last column: Mulliken charge in e.
Cartesian coordinates (Å):
O (1.2444, -1.3993, 2.8788)  -0.602
H (2.8728, -4.7491, -8.5361)  0.294
C (-4.9931, 2.7441, 4.4750)  -0.360
C (-3.8257, 6.9809, 2.4856)  0.180
H (-6.3634, 3.6606, 3.0669)  0.316
H (-3.1383, 6.2463, 2.9029)  -0.116
H (-1.8121, -5.2164, 3.4585)  0.347
N (2.5041, -6.3371, -2.7903)  -0.613
F (-3.4954, -0.6085, 1.0804)  -0.265
O (-4.9833, 7.1168, 3.3071)  -0.305
C (3.3939, 2.1156, -3.0147)  0.564
C (0.6810, -3.3428, -0.0087)  0.364
C (-3.2591, 3.3314, 3.1859)  0.641
C (8.1654, 3.0537, -0.3936)  0.571
C (-9.1403, -3.0790, -0.8728)  -0.314
C (1.1667, 5.1863, -0.4482)  0.540
H (-7.7034, -4.7054, -0.9494)  0.195
F (-2.8655, -2.3838, -1.9770)  -0.241
O (1.8639, 4.3803, 0.4016)  -0.177
C (2.5231, -4.1989, -1.6512)  -0.083
H (3.5012, -5.8238, -7.2698)  0.265
H (-2.8378, -3.8112, 3.1063)  0.024
H (-0.5415, -4.0281, 5.1145)  0.217
C (-0.5070, -0.9830, 1.3353)  0.215
O (5.2177, -0.5568, 1.4189)  -0.334
H (-2.5660, 8.5455, 3.3135)  0.291
O (3.9001, 3.1478, -2.3021)  -0.205
H (5.5364, 3.8741, -3.3138)  0.240
C (3.7174, 3.7661, -4.4956)  -0.333
C (-10.4344, -4.8493, -0.3855)  0.579
O (3.0044, 1.0984, -2.5291)  -0.532
C (0.8478, -1.6693, 1.7812)  -0.280
H (4.0834, 0.5876, -0.8743)  0.072
H (-2.7489, 8.6151, 1.5483)  0.321
C (5.7602, 0.3714, 0.4751)  -0.149
O (8.7747, 1.9160, 0.0342)  -0.214
F (-4.4941, -1.0483, -1.4445)  -0.320
H (-0.9458, -2.6691, 4.0444)  0.041
O (1.3906, 5.2945, -1.6126)  -0.547
H (-0.1538, 6.0641, 2.2460)  0.288
C (-5.4758, 3.0304, 3.0814)  -0.301
O (9.0544, 4.0736, -0.5096)  -0.334
H (-9.3861, -2.2667, -0.1839)  0.291
C (-5.3561, 8.4258, 3.2715)  0.574
C (10.1821, 2.1434, -0.0108)  -0.361
C (-4.4048, -3.0499, -0.1835)  0.721
H (-7.6553, -3.7603, 0.5517)  0.179
H (0.8785, -7.5337, -2.2943)  0.313
H (11.1342, 4.0396, -0.4638)  0.295
C (5.0151, 0.0372, -0.7829)  0.065
O (-3.2439, -4.7468, 4.8940)  -0.368
H (10.5728, 1.7542, -0.9540)  0.257
H (10.6837, 1.6400, 0.8141)  0.313
C (-2.3074, -4.3498, 3.8948)  0.082
C (1.4905, -5.0910, -6.8980)  -0.318
H (-5.4052, 1.8218, 4.8806)  0.320
C (-0.8529, -3.0698, 0.0818)  0.409
C (-3.2171, -3.8030, 5.8749)  0.597
H (2.6317, -2.8147, 0.8433)  1.065
C (3.1038, -5.1497, -2.5551)  -0.556
O (0.1801, 5.8553, 0.2035)  -0.355
H (3.0788, -3.2479, -1.4806)  0.309
C (-1.3614, -3.4670, 4.6596)  -0.026
H (-5.6774, 2.1208, 2.5111)  0.215
F (-5.6865, -2.5774, -0.0175)  -0.336
C (-2.6783, -1.0358, 0.0621)  0.671
C (2.8766, -4.9488, -7.4654)  -0.345
H (4.0674, -4.9449, -3.0660)  0.455
O (-3.5799, 2.6391, 4.3001)  -0.271
C (4.7340, -1.6063, 0.7147)  0.533
O (-2.1847, -2.9354, 5.6941)  -0.353
C (-1.3481, -1.6771, 0.5194)  0.370
O (3.0043, -3.0416, -4.6678)  -0.452
C (0.6416, -5.6750, -1.2316)  -0.454
O (-3.9947, -3.7445, 6.7715)  -0.525
I (-0.8692, 0.9832, 2.0830)  0.233
H (0.7555, -4.4806, -7.4290)  0.267
C (-8.3067, -4.1507, -0.2263)  -0.001
H (2.1491, 5.4219, 2.1536)  0.260
O (-4.4090, 9.1890, 2.6627)  -0.339
H (2.7919, 4.3391, -4.5845)  0.264
H (5.5946, 1.3974, 0.7961)  0.252
H (6.8349, 0.1970, 0.3869)  0.163
H (1.1477, -6.1246, -6.8841)  0.285
O (-2.1378, 3.5842, 2.8490)  -0.573
O (-6.3754, 8.8448, 3.7136)  -0.525
C (1.5166, -2.6606, 0.8162)  -0.663
C (1.4435, 4.7051, 1.7250)  -0.423
H (-4.1353, 6.6514, 1.4910)  0.224
O (3.3926, 2.3842, -4.3446)  -0.347
O (4.7203, -1.3523, -0.6125)  -0.212
C (4.4643, 4.0709, -3.2276)  -0.334
O (4.3682, -2.6365, 1.2037)  -0.653
C (0.0855, 5.2954, 1.5114)  0.169
C (1.3545, -6.5375, -2.1248)  -0.327
H (-0.7033, 4.5424, 1.5164)  0.007
H (1.4142, 3.8168, 2.3549)  0.282
H (-0.3232, -5.9505, -0.7591)  0.391
O (-10.3374, -3.7731, -1.2141)  -0.343
O (3.4008, -3.8375, -6.7429)  -0.330
H (-5.2032, 3.5614, 5.1686)  0.285
F (-2.3493, 0.1005, -0.6664)  -0.257
O (-1.5775, -3.9986, -0.1651)  -0.636
C (10.2790, 3.6417, 0.0802)  -0.348
F (-4.5316, -4.1257, -0.9955)  -0.276
H (-8.6678, -2.6591, -1.7596)  0.275
O (-9.2873, -5.0271, 0.3240)  -0.354
O (-11.3953, -5.5413, -0.2944)  -0.508
C (2.7098, -3.7526, -5.5733)  0.609
C (-3.5589, -1.9127, -0.9000)  0.322
H (4.3186, 5.0949, -2.8926)  0.339
C (-3.2543, 8.3725, 2.4820)  -0.336
H (4.3217, 3.9284, -5.3873)  0.312
H (10.3187, 3.9974, 1.1125)  0.264
C (1.2669, -4.3728, -0.9528)  0.258
O (1.6379, -4.5869, -5.5745)  -0.264
F (-3.9729, -3.3706, 1.0474)  -0.216
O (7.0033, 3.1442, -0.6345)  -0.419
O (-4.3606, 3.7045, 2.4952)  -0.292
H (5.6112, 0.2016, -1.6787)  0.260

> Which of these has the highest DFT total energy?

C41H41CoN2OP2

> Which of these has the highest charge?

C41H41CoN2OP2

> Among the records above, which one has the lowest strongest force on any atom?

C41H41CoN2OP2

> Which of these has the lowest DFT total energy?

C41H41Br4CaN7O4S2Si